Arrangement A

14
Properties=species:S:1:pos:R:3 method="wB97M-V/def2-TZVPD" smiles="C=BC.CO" orbital_gap_ha=0.33113 multiplicity=1 total_charge=0
C -2.61 1.43 -0.22
B -1.96 0.25 -0.20
C -1.17 -1.02 -0.03
H -2.23 2.43 0.16
H -3.66 1.57 -0.31
H -0.15 -0.76 0.10
H -1.41 -1.59 -0.89
H -1.50 -1.61 0.81
C 2.75 0.07 0.12
O 1.71 -0.08 -0.84
H 3.50 0.88 -0.23
H 3.32 -0.97 -0.01
H 2.35 0.34 1.03
H 1.08 0.60 -0.76

Arrangement B

14
Properties=species:S:1:pos:R:3 method="wB97M-V/def2-TZVPD" smiles=CCB(C)O orbital_gap_ha=0.39092 multiplicity=1 total_charge=0
C 1.26 -0.89 1.30
C 0.76 -0.76 -0.22
B -0.37 0.12 -0.83
C -1.75 0.37 -0.01
O -0.11 0.86 -1.96
H 0.98 -1.83 1.67
H 2.35 -0.81 1.28
H 0.91 -0.12 2.14
H 1.63 -0.59 -0.73
H 0.31 -1.81 -0.37
H -1.87 -0.07 1.01
H -2.48 -0.10 -0.53
H -1.81 1.47 0.00
H -0.88 1.30 -2.31

Of the structures shown above, arrangement B is the most stable.